No. 1
A molecular structure, C27H20AsF5N5O5PS6Zr at a distorted geometry. Source: the Open Molecules 2025 dataset; level of theory: ωB97M-V with the def2-TZVPD basis set.

XYZ file:
```
71
Properties=species:S:1:pos:R:3:forces:R:3
Zr -0.65453 0.67016 -0.01648 1.1 0.5 -0.3
N -1.37067 -2.26912 3.17435 0.1 -0.4 -0.4
C -0.44637 -1.28587 2.68797 0.2 0.7 1.0
N -1.14897 -0.65342 1.64947 -0.6 -0.4 -0.5
C -2.44456 -1.08021 1.80012 0.3 0.2 0.0
N -2.65640 -1.97253 2.70118 -0.1 -0.1 0.3
C -3.52928 -0.47858 1.02562 0.0 0.3 0.3
C -4.75911 -1.10565 0.85081 -0.2 0.1 0.0
N -5.76511 -0.51530 0.22011 0.1 0.0 0.0
C -5.52247 0.70456 -0.25669 -0.2 -0.1 0.2
C -4.29701 1.32253 -0.10844 0.2 0.5 0.1
N -3.28620 0.74125 0.53425 -0.1 -0.8 -0.3
H -1.34175 -2.51404 4.14759 -0.1 0.1 0.1
H 0.53412 -1.68009 2.45263 0.0 -0.1 -0.3
H -4.91437 -2.10362 1.24074 0.0 0.0 0.0
H -6.33049 1.19035 -0.79135 0.1 0.1 0.0
H -4.11630 2.31694 -0.50194 0.1 -0.1 -0.1
O 1.50734 -0.80063 -3.50820 0.0 0.0 0.0
C 1.36300 -0.74186 -2.29051 0.0 0.2 0.2
O 0.56096 0.07398 -1.68639 0.6 -0.9 -0.4
C 2.12539 -1.71976 -1.39161 -0.5 0.2 0.0
P 0.90654 -2.35981 -0.16780 0.4 -1.0 0.0
C 1.99344 -3.60483 0.69149 0.1 0.2 0.0
C 2.07598 -4.95755 0.35391 0.1 0.0 0.1
C 2.88744 -5.82425 1.08036 -0.1 0.1 0.0
C 3.63222 -5.35288 2.15289 0.0 0.0 0.0
C 3.57433 -4.00686 2.48737 0.0 0.1 0.0
C 2.76717 -3.14045 1.76073 0.0 -0.1 0.0
C -0.09986 -3.54424 -1.14820 0.0 0.1 0.0
C 0.01723 -3.76900 -2.51457 0.0 -0.1 0.0
C -0.87163 -4.62511 -3.16425 0.0 0.0 0.0
C -1.89127 -5.24579 -2.45884 0.0 0.0 0.0
C -2.01831 -5.01757 -1.09043 0.0 0.0 0.0
C -1.12874 -4.17736 -0.44266 0.0 0.0 -0.1
H 2.86091 -1.15793 -0.81520 0.1 0.0 0.1
H 2.62512 -2.49599 -1.96418 0.0 0.0 -0.1
H 1.50171 -5.34149 -0.47863 0.0 0.0 0.0
H 2.93644 -6.87095 0.80197 0.0 0.0 0.0
H 4.25395 -6.03319 2.72435 0.0 0.0 0.0
H 4.15559 -3.62679 3.31971 0.0 0.0 0.0
H 2.73598 -2.08738 2.02450 0.0 0.0 0.0
H 0.78520 -3.26363 -3.09102 0.0 0.0 0.0
H -0.76202 -4.80105 -4.22913 0.0 0.0 0.0
H -2.59262 -5.89387 -2.97183 0.0 0.0 0.0
H -2.82276 -5.48595 -0.53371 0.0 0.0 0.0
H -1.24434 -3.97581 0.62020 0.0 0.0 0.0
S 1.91190 2.87134 3.81582 0.0 0.1 -0.3
As 0.73137 1.61566 2.61019 0.6 0.4 1.9
S 1.76183 0.54391 1.04075 -0.5 0.4 0.1
S -1.08340 2.47586 1.83550 0.2 0.0 -0.2
S 0.07864 0.02696 4.08387 -0.2 -0.2 -0.5
C -1.63274 -0.70646 -3.70574 0.2 0.0 0.1
S -2.27714 -0.31654 -2.11996 -0.9 -0.2 -0.6
O -1.88117 1.08588 -1.80033 -0.3 0.1 -0.3
O -3.69520 -0.51770 -2.25823 0.0 0.0 0.0
O -1.67007 -1.12775 -1.03481 -0.2 0.2 -0.2
H -2.10706 0.01721 -4.36975 0.0 -0.1 0.0
H -1.96764 -1.71849 -3.93347 0.0 0.1 0.0
H -0.54796 -0.61723 -3.74462 0.0 0.0 0.0
F -2.40873 5.05964 -5.52938 -0.1 0.0 -0.1
C -1.67268 4.56930 -4.51530 -0.1 0.0 0.0
C -0.33901 4.28207 -4.68891 0.2 0.0 -0.1
F 0.21597 4.47636 -5.90110 0.1 0.0 0.0
C 0.42007 3.79647 -3.64166 0.0 -0.1 0.1
F 1.70597 3.53228 -3.89650 0.1 0.0 -0.1
C -0.10141 3.54928 -2.36875 -0.3 0.0 0.0
S 0.85663 2.86834 -1.08423 -0.4 0.2 0.0
C -1.46364 3.87244 -2.24115 0.3 -0.3 0.0
F -2.08284 3.65324 -1.07679 -0.1 0.2 0.2
C -2.23893 4.34462 -3.27786 0.0 0.0 0.1
F -3.55087 4.58295 -3.09818 -0.1 0.1 0.0
```
Positions in Å, forces in eV/Å.

For the energy above the lowest of the compared OMol25 structures with the same formula, charge and spin, the calculation gives 136.68 kJ/mol. Its total charge is -2. For the orbital gap, the calculation gives 6.4 eV. The calculation puts the total energy at -7203.8602 Ha. For the largest force on an atom, the calculation gives 0.039 hartree/bohr.

***

No. 2
A molecular structure, C27H20Cl2N12O2Sc. Source: the Open Molecules 2025 dataset; level of theory: ωB97M-V with the def2-TZVPD basis set.

XYZ file:
```
64
Properties=species:S:1:pos:R:3:forces:R:3
Sc -0.22314 -0.17284 -0.06081 -0.5 0.2 -0.1
Cl 2.49620 -5.76243 2.78571 0.0 0.0 0.0
C 1.50359 -4.37005 2.54228 0.0 -0.1 -0.1
C 1.26794 -3.95288 1.23283 0.0 0.1 0.1
C 0.49377 -2.82524 1.00550 0.0 0.0 0.0
N 0.15430 -2.26617 -0.24516 0.2 0.1 0.1
C 0.71406 -2.66785 -1.39382 0.1 0.0 -0.2
O 1.59631 -3.49876 -1.59094 0.0 0.0 0.0
C 0.16658 -1.89012 -2.57771 0.1 0.0 0.0
C 0.31668 -2.36438 -3.86867 0.0 0.0 0.1
C -0.18882 -1.61011 -4.91367 0.0 0.0 0.0
C -0.79912 -0.39531 -4.63901 0.0 0.1 0.1
C -0.88122 0.02135 -3.32259 0.1 -0.1 -0.1
N -0.41907 -0.71395 -2.30747 -0.1 0.1 0.1
C -0.07572 -2.13724 2.10395 0.0 0.0 0.0
C 0.15686 -2.56403 3.40030 0.1 0.0 0.0
C 0.95978 -3.68184 3.61384 0.0 0.0 0.1
Cl 1.25519 -4.18162 5.23977 0.0 0.0 0.0
N -0.90163 -1.08962 1.70205 0.1 0.0 -0.1
C -1.76214 -0.40403 2.46203 -0.2 0.1 0.1
O -1.85883 -0.31894 3.67686 0.0 0.0 0.0
C -2.78162 0.26955 1.55128 0.1 -0.1 0.0
C -3.98683 0.72881 2.04546 0.0 0.0 0.0
C -4.98038 1.08159 1.14450 0.0 0.0 0.0
C -4.73739 0.95394 -0.21371 0.1 0.0 -0.1
C -3.48079 0.53952 -0.62493 -0.1 0.0 0.0
N -2.50964 0.23116 0.23367 0.1 0.0 0.0
H 1.67437 -4.52022 0.41090 0.0 0.0 0.0
H 0.82296 -3.30694 -4.01813 0.0 0.0 0.0
H -0.10266 -1.96005 -5.93352 0.0 0.0 0.0
H -1.19880 0.22599 -5.42730 0.0 0.0 0.0
H -1.31406 0.98067 -3.06803 0.0 0.0 0.0
H -0.28713 -2.04774 4.23775 0.0 0.0 0.0
H -4.13322 0.75154 3.11589 0.0 0.0 0.0
H -5.94549 1.41879 1.49769 0.0 0.0 0.0
H -5.50212 1.16477 -0.94717 0.0 0.0 0.0
H -3.24792 0.43339 -1.67833 0.0 0.0 0.0
C 1.66096 1.48620 4.07585 0.0 0.0 0.0
C 1.16350 1.26699 2.73161 -0.2 0.0 0.0
N 0.72857 1.07067 1.68995 0.2 0.1 -0.1
H 2.27879 2.38138 4.10543 0.0 0.0 0.0
H 2.24592 0.61791 4.37630 0.0 0.0 0.0
H 0.80210 1.59198 4.73792 0.0 0.0 0.1
N 4.14885 -2.12523 0.04824 -0.2 0.0 -0.2
N 3.47149 -1.10643 -0.60228 0.0 -0.1 0.0
N 3.85575 -0.59157 -1.74764 0.1 0.1 0.1
C 2.93390 0.34013 -1.94709 -0.1 -0.2 -0.1
N 2.02810 0.35581 -0.96326 0.0 -0.1 0.3
N 2.41621 -0.56411 -0.09493 0.1 0.0 0.1
H 4.80767 -2.49667 -0.63126 0.0 0.1 0.1
H 3.45531 -2.84770 0.25203 0.0 0.0 0.0
H 2.91485 0.98563 -2.80746 0.0 0.0 0.0
N 2.94233 5.66839 -0.05503 0.0 0.0 0.0
C 1.95970 5.14087 -0.32590 0.0 0.0 0.0
C 0.73456 4.46656 -0.64705 0.0 0.0 0.0
C -0.39447 5.16257 -1.06087 0.0 0.0 0.0
C -1.53139 4.42946 -1.34207 0.0 0.0 0.0
C -1.49577 3.05234 -1.19640 0.0 0.0 0.0
N -0.41527 2.36867 -0.80105 0.0 0.0 0.1
C 0.67971 3.08329 -0.53212 0.0 0.0 0.0
H -0.37683 6.23939 -1.15629 0.0 0.0 0.0
H -2.44214 4.91225 -1.66494 0.0 0.0 0.0
H -2.38464 2.47605 -1.40554 0.0 0.0 0.0
H 1.55135 2.53647 -0.20744 0.0 0.0 0.0
```
Positions in Å, forces in eV/Å.

Its total charge is +1. For the orbital gap, the calculation gives 6.9 eV. The calculation puts the total energy at -3529.5203 Ha. For the largest force on an atom, the calculation gives 0.011 hartree/bohr.

***

No. 3
A molecular structure, C27H20ClFGdN11O4 at a distorted geometry. Source: the Open Molecules 2025 dataset; level of theory: ωB97M-V with the def2-TZVPD basis set.

XYZ file:
```
65
Properties=species:S:1:pos:R:3:forces:R:3
Gd 0.26031 -0.53872 0.52945 0.1 0.4 0.4
Cl 1.35672 7.06559 1.41160 -0.1 1.4 0.0
C 1.34683 5.36249 1.39250 0.2 -1.7 0.3
C 2.58958 4.69486 1.17884 -1.5 -0.1 0.4
C 2.55810 3.32955 1.06265 0.1 0.1 0.0
C 1.37406 2.54546 1.20056 -1.1 -0.8 -0.1
O 1.48930 1.27443 0.98865 0.0 1.6 0.7
C 0.12955 3.22901 1.60047 1.9 0.4 0.4
C -1.06981 2.54966 2.08754 -0.2 -2.5 -1.4
N -1.46703 1.40767 1.57824 0.8 1.7 0.5
C -2.78833 0.99067 1.57928 0.2 -0.6 0.5
C -3.81582 1.85457 1.86631 0.3 -0.3 -0.9
C -5.16359 1.60123 1.60063 0.4 -2.2 -0.1
C -5.49119 0.35002 1.09299 -1.0 0.9 0.4
C -4.53695 -0.68070 0.94704 1.6 1.7 0.8
C -4.87856 -2.01973 0.81520 -0.3 0.1 0.4
C -3.91783 -2.97350 0.70271 -1.2 0.4 -0.2
C -2.62411 -2.54765 0.72722 1.9 0.1 -0.4
N -2.24259 -1.33385 1.05438 1.0 0.2 -0.8
C -3.12470 -0.35215 1.16437 -2.3 -0.3 0.4
C 0.17433 4.65596 1.65326 0.4 -0.8 -0.7
H 3.51308 5.25436 1.18337 0.0 0.1 -0.3
H 3.45076 2.75225 0.83883 0.0 0.1 0.1
H -1.60666 2.96591 2.93364 -0.3 0.7 -0.1
H -3.49660 2.83308 2.07399 0.0 1.2 0.6
H -5.89278 2.29676 1.94900 -0.6 0.5 -0.3
H -6.53089 0.12609 0.84641 0.1 0.0 0.2
H -5.89799 -2.29547 0.97221 -0.8 -0.1 -0.4
H -4.20292 -3.97841 0.52689 0.1 -0.9 0.0
H -1.83793 -3.18535 0.34909 0.3 -0.3 0.6
H -0.78976 5.15891 1.69612 0.3 0.2 0.5
C 5.17994 0.64952 -4.25881 -0.2 -2.9 -0.3
O 4.06811 0.17165 -5.05699 1.1 1.0 0.2
C 3.03212 -0.29277 -4.32756 0.7 -0.4 2.0
C 1.92035 -0.71160 -5.04818 -1.5 -0.7 -0.3
C 0.80493 -1.17319 -4.34758 1.5 -1.4 1.1
C 0.84275 -1.44005 -2.92683 -0.2 1.5 -0.8
C -0.38336 -1.83671 -2.22654 2.4 -1.1 2.0
C -1.64704 -1.96735 -2.97174 -0.6 0.4 -1.1
O -0.33105 -2.12375 -0.99288 -0.9 -0.2 -2.8
C 2.01662 -0.93946 -2.19809 -1.6 0.6 0.6
O 2.04688 -0.75556 -0.93834 0.2 -0.5 -0.6
C 3.09587 -0.40437 -2.93788 0.5 0.0 -0.6
H 5.81685 1.15779 -4.93690 0.6 0.5 -0.6
H 5.71081 -0.28480 -3.84726 -0.6 1.5 -0.3
H 4.84496 1.27044 -3.45574 -0.1 0.5 0.4
H 2.03391 -0.81139 -6.13525 -0.4 0.3 0.4
H -0.00928 -1.65960 -4.85458 -0.3 0.4 -0.5
H -1.76317 -0.95728 -3.39313 -0.5 -0.3 0.0
H -2.49706 -2.22929 -2.34485 0.2 0.1 0.1
H -1.59545 -2.66032 -3.83383 0.1 0.2 0.5
H 3.90206 -0.06774 -2.25336 -0.5 -0.2 -1.0
N 2.20027 -1.95960 3.45365 0.4 0.3 -0.8
C 0.98007 -1.37644 3.76021 0.4 -1.0 1.7
N 0.54857 -1.36840 5.04419 -0.9 0.7 -2.2
N -0.72623 -0.93689 4.89172 -0.6 0.2 -0.8
N -1.01118 -0.73915 3.59342 -0.9 0.4 3.4
N 0.04895 -0.98535 2.89178 1.8 -0.6 -0.1
C 2.33282 -2.64649 2.23637 1.3 -0.7 0.1
N 3.34703 -3.51444 2.01016 -1.0 0.6 -0.3
N 3.06589 -4.02735 0.79292 -1.8 0.4 -0.1
N 1.91765 -3.52091 0.32573 2.4 0.1 0.9
N 1.49782 -2.57349 1.20416 -0.1 -1.1 0.4
H 2.77105 -2.26944 4.24944 -0.6 0.2 -0.9
F -0.92903 0.59075 -0.77088 -0.4 0.2 -1.4
```
Positions in Å, forces in eV/Å.

As for the spin multiplicity: 8. For the energy above the lowest of the compared OMol25 structures with the same formula, charge and spin, the calculation gives 148.83 kJ/mol. Its total charge is -2. For the orbital gap (spin up / spin down), the calculation gives 6.0 / 4.7 eV. The calculation puts the total energy at -3270.0062 Ha. For the largest force on an atom, the calculation gives 0.069 hartree/bohr.